Computed, not measured: a cluster of 2 separate species, C6H13NO in total in a non-equilibrium geometry, with ωB97M-V with the def2-TZVPD basis set.

The LUMO energy comes out at 0.872 eV. Its HOMO energy is -7.64 eV. The gap between HOMO and LUMO comes out at 8.511 eV. As for the SMILES: C=CC/C(C)=C/N.O. As for the spin multiplicity: 1.

CARTESIAN COORDINATES (ANGSTROEM)
1 C -1.854 1.238 -1.839
2 C -1.094 1.419 -0.780
3 C -1.306 0.757 0.572
4 C -0.039 0.056 0.979
5 C 1.122 0.801 1.566
6 C 0.068 -1.266 0.805
7 N 1.220 -2.006 0.962
8 H -1.641 1.720 -2.790
9 H -2.699 0.570 -1.840
10 H -0.256 2.117 -0.717
11 H -1.625 1.515 1.285
12 H -2.127 0.038 0.513
13 H 1.927 0.906 0.831
14 H 0.879 1.825 1.849
15 H 1.574 0.357 2.456
16 H -0.797 -1.783 0.407
17 H 1.385 -2.714 0.273
18 H 1.933 -1.813 1.635
19 O 1.412 -1.135 -1.887
20 H 1.396 -1.786 -2.590
21 H 0.523 -0.816 -1.691

Computed, not measured: a structure of composition C6H13NO in a non-equilibrium geometry, with ωB97M-V with the def2-TZVPD basis set.

The LUMO energy comes out at -0.305 eV. Its HOMO energy is -7.77 eV. The gap between HOMO and LUMO comes out at 7.467 eV. As for the spin multiplicity: 1.

CARTESIAN COORDINATES (ANGSTROEM)
1 C 2.628 1.327 0.112
2 O 1.247 1.230 0.389
3 C 0.964 -0.619 -1.625
4 C 0.952 -1.387 -0.439
5 C -0.393 -1.751 0.163
6 N -2.616 1.261 0.528
7 C -2.315 -0.087 0.364
8 C -1.079 -0.526 0.688
9 H 2.935 1.374 -0.932
10 H 3.095 2.238 0.530
11 H 3.121 0.500 0.627
12 H 1.783 -0.740 -2.326
13 H 0.068 -0.192 -2.053
14 H 1.818 -2.004 -0.254
15 H 1.151 -0.056 -0.431
16 H -0.977 -2.282 -0.588
17 H -0.215 -2.399 1.046
18 H -3.538 1.620 0.371
19 H -1.864 1.934 0.508
20 H -3.048 -0.727 -0.130
21 H -0.431 0.314 0.991

Computed, not measured: an isolated molecule of C6H13NO in a non-equilibrium geometry, with ωB97M-V with the def2-TZVPD basis set.

The LUMO energy comes out at 0.953 eV. Its HOMO energy is -9.21 eV. The gap between HOMO and LUMO comes out at 10.165 eV. As for the SMILES: C=C(C)[C@@H](NC)OC. As for the spin multiplicity: 1.

CARTESIAN COORDINATES (ANGSTROEM)
1 C 1.737 -1.617 0.688
2 C 1.147 -0.486 0.313
3 C 1.701 0.387 -0.773
4 C -0.087 -0.015 1.043
5 N -0.171 1.374 1.203
6 C -1.273 1.913 -0.138
7 O -1.357 -0.327 0.223
8 C -1.441 -1.342 -0.758
9 H 1.281 -2.283 1.408
10 H 2.601 -2.006 0.168
11 H 1.040 0.391 -1.642
12 H 1.779 1.414 -0.418
13 H 2.684 0.037 -1.087
14 H -0.222 -0.581 1.974
15 H -0.711 1.574 2.040
16 H -1.477 2.881 0.306
17 H -2.229 1.570 -0.530
18 H -0.529 1.983 -0.920
19 H -0.624 -2.069 -0.800
20 H -1.509 -0.872 -1.744
21 H -2.341 -1.926 -0.554

Computed, not measured: a cluster of 2 separate species, C6H13NO in total in a non-equilibrium geometry, with ωB97M-V with the def2-TZVPD basis set.

The LUMO energy comes out at 0.937 eV. Its HOMO energy is -7.74 eV. The gap between HOMO and LUMO comes out at 8.676 eV. As for the SMILES: C=CCN/C=C/C.O. As for the spin multiplicity: 1.

CARTESIAN COORDINATES (ANGSTROEM)
1 C 2.000 1.070 -1.904
2 C 1.795 -0.223 -1.980
3 C 0.565 -1.050 -1.723
4 N 0.502 -1.371 -0.351
5 C -0.537 -0.761 0.430
6 C -0.352 -0.517 1.785
7 C -1.449 -0.075 2.689
8 H 1.266 1.841 -2.029
9 H 2.905 1.579 -2.032
10 H 2.739 -0.891 -2.262
11 H -0.375 -0.563 -2.182
12 H 0.679 -1.988 -2.258
13 H 1.336 -1.486 0.153
14 H -1.452 -0.920 -0.116
15 H 0.681 -0.502 2.190
16 H -1.678 0.968 2.607
17 H -2.430 -0.512 2.596
18 H -1.169 -0.176 3.722
19 O -1.746 2.161 0.525
20 H -1.660 1.544 1.304
21 H -2.524 2.753 0.785

Computed, not measured: a cluster of 2 separate species, C6H13NO in total in a non-equilibrium geometry, with ωB97M-V with the def2-TZVPD basis set.

The LUMO energy comes out at 0.747 eV. Its HOMO energy is -7.73 eV. The gap between HOMO and LUMO comes out at 8.482 eV. As for the SMILES: C=CNC/C=C/C.O. As for the spin multiplicity: 1.

CARTESIAN COORDINATES (ANGSTROEM)
1 C 1.248 2.372 0.154
2 C 1.784 1.083 0.085
3 N 1.613 0.309 -1.084
4 C 1.262 -1.121 -0.918
5 C -0.033 -1.343 -0.121
6 C -1.131 -1.006 -0.865
7 C -2.433 -0.520 -0.314
8 H 0.689 2.831 -0.786
9 H 1.344 3.049 1.012
10 H 2.326 0.635 0.881
11 H 1.199 0.777 -1.869
12 H 1.068 -1.433 -1.934
13 H 2.110 -1.682 -0.414
14 H 0.028 -1.375 1.025
15 H -1.084 -1.265 -1.944
16 H -2.689 0.393 -0.829
17 H -3.276 -1.168 -0.665
18 H -2.648 -0.549 0.780
19 O -0.074 -0.058 2.530
20 H -0.704 0.335 1.932
21 H -0.597 -0.264 3.345

Computed, not measured: the ion C6H13NO with charge +1 in a non-equilibrium geometry, with ωB97M-V with the def2-TZVPD basis set.

The LUMO energy (alpha / beta) comes out at -4.112 / -8.677 eV. Its HOMO energy (alpha / beta) is -14.02 / -13.39 eV. The gap between HOMO and LUMO (alpha / beta) comes out at 9.909 / 4.713 eV. Its total charge is +1. As for the spin multiplicity: 2.

CARTESIAN COORDINATES (ANGSTROEM)
1 C 0.489 1.824 -0.095
2 O 0.499 3.210 -0.608
3 C 0.209 0.802 -1.193
4 C 0.318 -0.708 -0.753
5 C 0.234 -1.056 0.732
6 C -0.958 -1.169 1.328
7 C -1.291 -2.192 2.403
8 N 1.059 1.109 -2.387
9 H 1.380 1.980 0.458
10 H -0.221 1.922 0.697
11 H -0.084 3.254 -1.398
12 H -0.932 0.943 -1.500
13 H 1.255 -1.141 -1.204
14 H -0.420 -1.236 -1.454
15 H 1.118 -1.532 1.060
16 H -1.975 -0.862 0.955
17 H -2.372 -2.188 2.551
18 H -0.907 -3.136 1.945
19 H -0.690 -1.912 3.360
20 H 1.589 0.312 -2.826
21 H 1.699 1.775 -2.070

Computed, not measured: a structure of composition C6H13NO in a non-equilibrium geometry, with ωB97M-V with the def2-TZVPD basis set.

The LUMO energy (alpha / beta) comes out at -3.280 / -8.715 eV. Its HOMO energy (alpha / beta) is -13.33 / -13.23 eV. The gap between HOMO and LUMO (alpha / beta) comes out at 10.049 / 4.516 eV. Its total charge is +1. As for the spin multiplicity: 2.

CARTESIAN COORDINATES (ANGSTROEM)
1 C 1.517 -0.348 0.823
2 O 2.468 0.145 1.804
3 C 0.221 0.576 0.990
4 C -0.997 -0.142 0.392
5 C -0.797 -0.556 -1.040
6 C -1.452 -0.062 -2.093
7 C -1.263 -0.422 -3.518
8 N 0.054 0.771 2.391
9 H 1.114 -1.393 0.818
10 H 1.955 -0.225 -0.177
11 H 1.741 -0.629 2.097
12 H 0.411 1.524 0.460
13 H -1.185 -0.969 1.086
14 H -1.880 0.508 0.447
15 H 0.096 -1.134 -1.269
16 H -2.358 0.485 -1.813
17 H -0.940 0.438 -4.115
18 H -2.254 -0.673 -3.898
19 H -0.587 -1.256 -3.702
20 H -0.680 1.394 2.726
21 H 0.981 0.838 2.853

Computed, not measured: the ion C6H13NO with charge +1 in a non-equilibrium geometry, with ωB97M-V with the def2-TZVPD basis set.

The LUMO energy (alpha / beta) comes out at -4.230 / -9.127 eV. Its HOMO energy (alpha / beta) is -14.91 / -14.89 eV. The gap between HOMO and LUMO (alpha / beta) comes out at 10.677 / 5.764 eV. Its total charge is +1. As for the spin multiplicity: 2.

CARTESIAN COORDINATES (ANGSTROEM)
1 C -1.495 1.099 2.261
2 C -0.479 1.408 1.181
3 C -0.278 0.396 0.145
4 C 0.833 0.733 -0.857
5 C 1.712 -0.502 -0.676
6 N 1.358 -1.608 -1.394
7 C 0.007 -2.078 -1.705
8 O 2.805 -0.465 -0.108
9 H -2.530 1.434 1.963
10 H -1.226 1.687 3.102
11 H -1.724 0.038 2.542
12 H 0.479 1.618 1.629
13 H -0.782 2.396 0.689
14 H -1.165 0.357 -0.439
15 H -0.109 -0.602 0.574
16 H 0.392 1.200 -1.837
17 H 1.449 1.598 -0.828
18 H 1.885 -2.355 -0.936
19 H -0.613 -1.218 -1.857
20 H -0.548 -2.502 -0.735
21 H 0.029 -2.633 -2.713

Computed, not measured: a cluster of 3 separate species, C6H13NO2 in total in a non-equilibrium geometry, with ωB97M-V with the def2-TZVPD basis set.

The LUMO energy comes out at 0.687 eV. Its HOMO energy is -8.31 eV. The gap between HOMO and LUMO comes out at 8.997 eV. As for the SMILES: Cc1cc[nH]c1C.O.O. As for the spin multiplicity: 1.

CARTESIAN COORDINATES (ANGSTROEM)
1 C 0.995 -1.453 1.728
2 C 0.756 -0.231 0.927
3 C -0.113 0.829 1.330
4 C -0.053 1.891 0.474
5 N 0.791 1.488 -0.533
6 C 1.211 0.150 -0.305
7 C 2.042 -0.470 -1.363
8 H 1.947 -1.989 1.655
9 H 0.688 -1.311 2.762
10 H 0.455 -2.262 1.226
11 H -0.726 0.659 2.201
12 H -0.586 2.813 0.445
13 H 1.069 1.882 -1.410
14 H 1.894 -0.159 -2.407
15 H 1.803 -1.529 -1.221
16 H 3.106 -0.189 -1.309
17 O -2.091 0.517 -1.619
18 H -2.772 0.273 -0.965
19 H -1.299 0.349 -1.082
20 O -2.426 -1.743 -0.037
21 H -2.116 -1.583 0.848
22 H -1.637 -1.608 -0.553

Computed, not measured: a cluster of 2 separate species, C6H13NO2 in total in a non-equilibrium geometry, with ωB97M-V with the def2-TZVPD basis set.

The LUMO energy comes out at 0.540 eV. Its HOMO energy is -9.60 eV. The gap between HOMO and LUMO comes out at 10.138 eV. As for the SMILES: CC(=O)[C@@H](C)O.[H]/N=C/C. As for the spin multiplicity: 1.

CARTESIAN COORDINATES (ANGSTROEM)
1 C -1.776 -1.374 0.573
2 C -1.155 -0.628 -0.574
3 O -0.639 -1.192 -1.527
4 C -1.478 0.861 -0.694
5 C -1.260 1.648 0.598
6 O -0.724 1.429 -1.733
7 H -1.640 -2.448 0.432
8 H -2.845 -1.146 0.632
9 H -1.315 -1.069 1.515
10 H -2.551 0.915 -0.959
11 H -0.232 1.539 0.938
12 H -1.436 2.701 0.395
13 H -1.940 1.317 1.378
14 H -0.350 0.700 -2.249
15 H 1.250 -1.415 -1.618
16 N 2.136 -1.156 -1.143
17 C 1.965 -0.611 -0.036
18 C 3.064 -0.026 0.775
19 H 0.921 -0.410 0.349
20 H 2.913 1.046 0.886
21 H 3.074 -0.472 1.770
22 H 4.017 -0.208 0.292

Computed, not measured: an isolated molecule of C6H13NO2 in a non-equilibrium geometry, with ωB97M-V with the def2-TZVPD basis set.

The LUMO energy comes out at 0.740 eV. Its HOMO energy is -8.27 eV. The gap between HOMO and LUMO comes out at 9.013 eV. As for the SMILES: C[C@@H](N)C(=O)C(C)(C)O. As for the spin multiplicity: 1.

CARTESIAN COORDINATES (ANGSTROEM)
1 C -2.181 -0.847 -0.315
2 C -1.227 0.007 0.494
3 N -1.558 0.015 1.884
4 C 0.361 -0.851 0.397
5 O 0.427 -1.982 0.785
6 C 1.189 0.129 -0.260
7 C 0.910 0.343 -1.734
8 C 1.494 1.380 0.543
9 O 2.721 -0.623 -0.244
10 H -1.909 -0.838 -1.373
11 H -3.209 -0.478 -0.227
12 H -2.165 -1.889 0.022
13 H -1.188 1.023 0.105
14 H -2.068 0.823 2.223
15 H -1.537 -0.912 2.302
16 H 1.808 0.753 -2.201
17 H 0.072 1.029 -1.894
18 H 0.687 -0.602 -2.235
19 H 2.517 1.690 0.318
20 H 0.797 2.188 0.301
21 H 1.443 1.193 1.619
22 H 2.617 -1.553 -0.509

Computed, not measured: an isolated molecule of C6H13NO2, with ωB97M-V with the def2-TZVPD basis set.

The LUMO energy comes out at 0.683 eV. Its HOMO energy is -9.92 eV. The gap between HOMO and LUMO comes out at 10.607 eV. As for the SMILES: CC[C@@H](C)[C@@H](N)C(=O)O. As for the spin multiplicity: 1.

CARTESIAN COORDINATES (ANGSTROEM)
1 C -0.973 0.413 -2.155
2 C 0.478 0.355 -1.689
3 C 0.742 -0.750 -0.654
4 C 2.161 -1.305 -0.804
5 C 0.506 -0.277 0.798
6 N 1.228 0.956 1.107
7 C -0.993 -0.016 1.015
8 O -1.804 -0.895 1.094
9 O -1.299 1.275 1.111
10 H -1.098 1.208 -2.886
11 H -1.654 0.600 -1.331
12 H -1.258 -0.528 -2.621
13 H 0.770 1.323 -1.278
14 H 1.109 0.168 -2.561
15 H 0.038 -1.570 -0.824
16 H 2.275 -1.770 -1.780
17 H 2.366 -2.056 -0.045
18 H 2.907 -0.516 -0.722
19 H 0.777 -1.113 1.460
20 H 2.135 0.965 0.657
21 H 1.382 1.033 2.107
22 H -0.459 1.778 1.015

Energy
In order: -9969.073, -9965.002, -9966.955, -9967.489, -9967.692, -9958.742, -9958.174, -9959.501, -12017.238, -12017.180, -12016.051, -12018.677
Unit: eV
M
In order: 115.18, 115.18, 115.18, 115.18, 115.18, 115.18, 115.18, 115.18, 131.17, 131.18, 131.18, 131.18
Unit: u
ΔE to the lowest compared entry with this formula, charge and spin
In order: 202.8, 595.5, 407.1, 355.5, 336.0, 349.0, 403.8, 275.7, 143.5, 149.1, 258.1, 4.6
Unit: kJ/mol